# 1
Entry from OMol25: a single C3H7NO2 molecule (the ωB97M-V functional and the def2-TZVPD basis).

Each line ends with the Mulliken charge.
CARTESIAN COORDINATES (ANGSTROEM)
C1 -0.9867 1.2463 0.1077  -1.00
C2 -0.7213 0.0349 -0.3908  0.76
N1 -1.6610 -0.8999 -0.7882  -0.51
O1 0.5641 -0.3415 -0.6318  -0.43
C3 1.5463 0.1411 0.3134  -0.22
O2 2.0135 -0.9724 0.9885  -0.52
H1 -1.9698 1.5126 0.4567  0.22
H2 -0.2166 2.0046 0.0603  0.32
H3 -2.6053 -0.6702 -0.5096  0.21
H4 -1.4359 -1.8795 -0.6924  0.23
H5 2.2989 0.6469 -0.3013  0.24
H6 1.1749 0.8369 1.0774  0.36
H7 1.9990 -1.6598 0.3101  0.33

Its SMILES is C=C(N)OCO. For the HOMO energy, the calculation gives -8.22 eV. The calculation puts the molar mass at 89.09 g mol⁻¹. As for the total charge: 0.

# 2
Entry from OMol25: 3 unconnected molecules or ions with the total composition C3H7NO2 in a non-equilibrium geometry (the ωB97M-V functional and the def2-TZVPD basis).

Each line ends with the Mulliken charge.
CARTESIAN COORDINATES (ANGSTROEM)
C1 -0.5273 -0.5924 -1.4739  -1.06
C2 0.3548 0.2215 -0.9416  0.75
N1 1.2932 1.0313 -0.9822  -0.40
O1 1.7896 1.5673 0.1960  -0.36
H1 -0.2793 -1.6307 -1.6661  0.35
H2 -1.4965 -0.2259 -1.7939  0.35
H3 2.4864 2.1401 -0.1514  0.37
H4 -1.6876 -1.4639 -0.1872  0.01
H5 -1.7268 -1.4339 0.5559  0.02
C3 -0.0495 0.0969 1.5901  -0.22
O2 -0.9467 -0.6334 1.9401  -0.48
H6 -0.2078 1.1715 1.3917  0.33
H7 0.9975 -0.2484 1.5225  0.33

Its SMILES is C=C=NO.[H][H].C=O. For the HOMO energy, the calculation gives -9.46 eV. The calculation puts the molar mass at 89.09 g mol⁻¹. As for the total charge: 0.

# 3
Entry from OMol25: a single C3H7NO2 molecule (the ωB97M-V functional and the def2-TZVPD basis).

Each line ends with the Mulliken charge.
CARTESIAN COORDINATES (ANGSTROEM)
C1 -0.8218 1.5096 0.4160  -1.11
C2 -0.2719 0.1644 0.0156  0.78
C3 1.2281 -0.0578 0.0951  -0.35
O1 1.7742 -0.9482 -0.8388  -0.55
N1 -1.1471 -0.7336 -0.2174  -0.55
O2 -0.5703 -1.9995 -0.4020  -0.42
H1 -1.7205 1.7503 -0.1558  0.35
H2 -1.1042 1.4781 1.4748  0.25
H3 -0.0876 2.3094 0.2877  0.33
H4 1.4451 -0.3539 1.1387  0.23
H5 1.7289 0.9009 -0.0710  0.30
H6 1.2203 -1.7412 -0.8211  0.39
H7 -1.3227 -2.5908 -0.3056  0.36

Its SMILES is C/C(CO)=N/O. For the HOMO energy, the calculation gives -9.82 eV. The calculation puts the molar mass at 89.09 g mol⁻¹. As for the total charge: 0.

# 4
Entry from OMol25: a single C3H7NO2 molecule (the ωB97M-V functional and the def2-TZVPD basis).

Each line ends with the Mulliken charge.
CARTESIAN COORDINATES (ANGSTROEM)
C1 -0.8129 1.4027 -0.0980  -0.92
C2 -0.3645 -0.0141 0.1098  0.78
C3 1.1200 -0.2725 0.2544  -0.58
O1 1.8823 0.5333 -0.6266  -0.52
N1 -1.2732 -0.9092 0.1661  -0.53
O2 -0.7541 -2.1827 0.3936  -0.38
H1 -1.8989 1.4426 -0.2052  0.34
H2 -0.5141 2.0208 0.7573  0.26
H3 -0.3394 1.8375 -0.9828  0.24
H4 1.3356 -1.3381 0.1275  0.34
H5 1.4315 0.0113 1.2664  0.27
H6 1.7322 0.2040 -1.5223  0.34
H7 -1.5445 -2.7356 0.3598  0.36

Its SMILES is C/C(CO)=N/O. For the HOMO energy, the calculation gives -9.69 eV. The calculation puts the molar mass at 89.09 g mol⁻¹. As for the total charge: 0.

# 5
Entry from OMol25: a single C3H7NO2 molecule in a non-equilibrium geometry (the ωB97M-V functional and the def2-TZVPD basis).

Each line ends with the Mulliken charge.
CARTESIAN COORDINATES (ANGSTROEM)
N1 -0.4835 -0.3426 -1.4510  -0.52
C1 -0.2802 0.5983 -0.3673  -0.53
C2 -0.5820 -0.2118 0.7799  -0.24
O1 -0.9192 -1.5608 0.5032  -0.64
C3 0.8269 0.1541 0.4104  0.18
O2 1.4035 1.0376 1.2862  -0.55
H1 -1.3852 -0.0703 -1.9757  0.26
H2 0.3334 -0.0917 -2.0391  0.27
H3 -0.5654 1.6042 -0.4266  0.41
H4 -0.8735 0.0511 1.9070  0.33
H5 -0.4986 -1.5334 -0.5607  0.50
H6 1.5088 -0.5232 -0.2483  0.23
H7 1.5150 0.8887 2.1819  0.32

Its SMILES is NC1[C@@H](O)[C@@H]1O. For the HOMO energy, the calculation gives -8.37 eV. The calculation puts the molar mass at 89.09 g mol⁻¹. As for the total charge: 0.

# 6
Entry from OMol25: 2 unconnected molecules or ions with the total composition C3H7NO2 in a non-equilibrium geometry (the ωB97M-V functional and the def2-TZVPD basis).

Each line ends with the Mulliken charge.
CARTESIAN COORDINATES (ANGSTROEM)
C1 0.0642 2.1085 0.3008  -0.89
C2 -1.0926 1.6430 -0.5317  0.24
O1 -1.7524 0.6344 -0.7347  -0.54
H1 -0.0692 1.7133 1.3180  0.28
H2 0.9124 1.6099 0.0077  0.31
H3 0.2085 3.2562 0.2916  0.29
H4 -1.6484 2.5712 -0.6136  0.28
N1 -0.0947 -1.8828 0.0243  -0.31
C3 1.1015 -2.5735 -0.1607  0.07
O2 1.6935 -3.1608 0.7436  -0.55
H5 -0.5782 -1.2439 -0.5181  0.24
H6 -0.2225 -1.8688 1.0536  0.24
H7 1.4778 -2.8068 -1.1809  0.34

Its SMILES is CC=O.NC=O. For the HOMO energy, the calculation gives -9.89 eV. The calculation puts the molar mass at 89.09 g mol⁻¹. As for the total charge: 0.

# 7
Entry from OMol25: a single C3H7NO2 molecule (the ωB97M-V functional and the def2-TZVPD basis).

Each line ends with the Mulliken charge.
CARTESIAN COORDINATES (ANGSTROEM)
N1 -1.2979 -0.9921 -0.6784  -0.36
C1 -0.8770 0.2530 -1.0341  0.45
O1 -1.1104 0.7512 -2.1219  -0.63
C2 -0.1093 0.9945 0.0562  -0.55
C3 1.1098 0.2466 0.5799  -0.35
O2 0.6633 -0.8413 1.3836  -0.55
H1 -0.9349 -1.4184 0.1631  0.24
H2 -1.7376 -1.5598 -1.3863  0.23
H3 -0.7769 1.1952 0.9029  0.29
H4 0.1989 1.9520 -0.3704  0.29
H5 1.7221 -0.1136 -0.2599  0.32
H6 1.7270 0.9322 1.1774  0.31
H7 1.4228 -1.3998 1.5878  0.30

Its SMILES is NC(=O)CCO. For the HOMO energy, the calculation gives -9.62 eV. The calculation puts the molar mass at 89.09 g mol⁻¹. As for the total charge: 0.

# 8
Entry from OMol25: a single C3H7NO2 molecule in a non-equilibrium geometry (the ωB97M-V functional and the def2-TZVPD basis).

Each line ends with the Mulliken charge.
CARTESIAN COORDINATES (ANGSTROEM)
N1 -0.9053 0.2939 -1.9548  -0.45
C1 -0.2463 1.1564 -1.0285  -0.57
C2 -0.2002 0.8401 0.4641  -0.41
C3 0.5135 -0.4744 0.7459  0.49
O1 0.9605 -1.2491 -0.0507  -0.51
O2 0.1201 -0.7515 2.0194  -0.41
H1 -0.2339 -0.0621 -2.5976  0.20
H2 -1.8131 0.5979 -2.0847  0.21
H3 -0.8501 2.1250 -1.1746  0.30
H4 0.8685 1.4534 -1.2082  0.31
H5 0.3945 1.6948 0.8211  0.27
H6 -1.2480 0.6864 0.8751  0.25
H7 0.1725 -1.6803 2.2143  0.31

Its SMILES is NCCC(=O)O. For the HOMO energy, the calculation gives -8.89 eV. The calculation puts the molar mass at 89.09 g mol⁻¹. As for the total charge: 0.

# 9
Entry from OMol25: 2 unconnected molecules or ions with the total composition C3H7NO2 (the ωB97M-V functional and the def2-TZVPD basis).

Each line ends with the Mulliken charge.
CARTESIAN COORDINATES (ANGSTROEM)
N1 0.1608 0.5597 -1.4355  -0.36
C1 0.4867 -0.7336 -1.1243  0.58
O1 0.4305 -1.6277 -1.9489  -0.61
C2 1.0010 -0.9645 0.2922  -0.77
C3 -1.5499 0.4171 1.6191  -0.32
O2 -1.0663 1.5527 1.1461  -0.35
H1 -0.0365 1.2366 -0.7136  0.24
H2 -0.2628 0.6981 -2.3422  0.23
H3 2.0674 -0.7155 0.3380  0.27
H4 0.8752 -2.0200 0.5350  0.26
H5 -1.8726 -0.1044 0.6827  0.22
H6 0.4986 -0.3670 1.0537  0.23
H7 -0.7321 2.0686 1.8977  0.38

For the HOMO energy, the calculation gives -9.51 eV. The calculation puts the molar mass at 89.09 g mol⁻¹. As for the total charge: 0.

| no. | LUMO (eV) |
| --- | --- |
| 1 | 0.890 |
| 2 | 0.345 |
| 3 | 0.848 |
| 4 | 0.847 |
| 5 | 0.804 |
| 6 | 0.313 |
| 7 | 0.652 |
| 8 | 0.817 |
| 9 | 0.129 |